A single C5H11N molecule at a distorted geometry. Source: the OMol25 dataset; level of theory: wB97M-V/def2-TZVPD.

The geometry in XYZ format:
```
17
Properties=species:S:1:pos:R:3:forces:R:3
C 2.0524 0.2388 -1.6030 0.13 -0.04 0.68
C 1.6322 -0.6758 -0.4151 -0.15 -0.36 -0.26
C 0.8914 0.1812 0.6184 0.82 -0.98 -0.42
C -0.3353 -0.1685 1.0044 -0.68 0.26 -2.08
N -1.4817 0.6839 1.2156 1.91 -0.43 1.79
C -2.6980 0.1606 0.6867 -1.69 0.25 -1.78
H 2.8146 -0.2375 -2.2241 0.03 0.12 0.13
H 1.1728 0.3867 -2.2273 0.00 0.21 -0.02
H 2.3942 1.2244 -1.2532 0.09 -0.32 -0.23
H 2.4381 -1.2975 -0.0036 0.21 0.47 -0.12
H 0.9636 -1.3792 -0.9392 -0.08 -0.04 0.84
H 1.4847 1.0477 0.8860 -0.73 0.60 -0.08
H -0.5844 -1.2084 0.7668 -0.26 0.21 -0.19
H -1.4701 0.8994 2.2067 -0.87 0.21 -0.08
H -2.7853 -0.9125 0.4644 0.28 -0.22 1.13
H -2.8905 0.4982 -0.3536 0.61 0.46 0.23
H -3.5986 0.5585 1.1701 0.39 -0.40 0.47
```
Forces are in eV/Å.

The energy above the lowest of the compared OMol25 structures with the same formula, charge and spin comes out at 47.8 kcal/mol. Its total charge is 0. Its highest occupied orbital energy is -8.208 eV. The value obtained for the total energy is -251.78637 a.u. For the HOMO-LUMO gap, the calculation gives 9.40 eV. Its SMILES is CC/C=C/NC.

=====

A molecular structure, C20H24N3O3PdS2SeSi at a distorted geometry. Source: the OMol25 dataset; level of theory: wB97M-V/def2-TZVPD.

The geometry in XYZ format:
```
55
Properties=species:S:1:pos:R:3:forces:R:3
Pd -0.4589 -0.9049 0.4729 1.60 -0.83 0.97
O -1.1871 -0.5521 2.6335 0.91 0.38 1.99
N -0.2709 -0.1742 3.5206 -1.27 0.27 0.45
C -0.6979 0.5008 4.6428 0.34 -0.75 -1.25
C 0.1832 0.8975 5.6051 0.34 0.26 0.61
C 1.5451 0.6126 5.4797 0.05 -0.91 -1.31
C 1.9557 -0.1190 4.3455 0.01 1.41 2.23
C 1.0572 -0.4975 3.3746 -0.62 -0.94 -1.93
S 1.5135 -1.4202 1.9882 -0.05 0.10 0.53
H -1.7639 0.6493 4.6972 -0.02 0.03 -0.14
H -0.1967 1.4167 6.4768 -0.02 0.03 -0.06
H 2.2514 0.9161 6.2391 0.06 0.01 0.01
H 2.9875 -0.3942 4.2121 0.12 -0.04 -0.09
C 5.7970 1.2651 -2.6836 0.00 0.04 -0.06
C 4.5994 0.3693 -2.5461 -0.34 -0.32 -0.12
C 4.0881 0.0202 -1.2938 0.35 0.33 -0.44
C 3.0292 -0.8524 -1.1798 -0.47 -0.57 -0.28
C 2.4877 -1.4347 -2.3240 0.33 0.11 0.14
C 2.9625 -1.0758 -3.5819 -0.41 -0.29 0.14
C 3.9894 -0.1651 -3.6920 0.52 0.37 0.47
S 1.2694 -2.7289 -2.1521 -1.38 -1.08 0.42
O 0.7326 -2.9967 -3.4795 0.50 0.37 0.01
O 1.9475 -3.8530 -1.5449 0.34 0.51 0.19
N 0.0813 -2.2697 -1.1619 1.60 -0.93 -0.53
C -0.8648 -1.4627 -1.6959 -1.32 0.34 -1.43
C -0.6366 -0.6074 -2.8035 -0.50 0.32 -0.12
C -1.7054 0.0042 -3.4131 0.33 -0.28 0.21
C -2.9939 -0.2336 -2.9357 -0.17 0.05 -0.02
C -3.1260 -1.0146 -1.8053 0.05 -0.01 -0.13
N -2.1161 -1.6137 -1.1851 0.21 -0.51 -0.64
H 6.1846 1.5489 -1.7065 0.02 0.06 0.02
H 5.5479 2.1729 -3.2382 0.04 0.04 0.04
H 6.5945 0.7548 -3.2308 0.01 0.04 0.02
H 4.5281 0.4351 -0.3971 0.04 0.07 0.07
H 2.6226 -1.1124 -0.2127 0.05 0.06 0.07
H 2.5131 -1.5267 -4.4567 -0.05 -0.01 -0.01
H 4.3528 0.1356 -4.6688 0.03 -0.06 -0.05
H 0.3745 -0.4392 -3.1376 -0.09 0.12 -0.08
H -1.5475 0.6576 -4.2623 0.04 0.04 -0.03
H -3.8604 0.2030 -3.4135 -0.06 0.03 0.04
H -4.1042 -1.2120 -1.3770 -0.06 0.16 0.05
C -4.2601 1.7301 -0.2944 0.26 -0.21 0.29
Si -2.9721 1.0782 0.9981 0.12 0.81 -0.40
C -3.5927 -0.6897 1.4478 0.46 0.23 -0.09
C -3.2810 2.3090 2.4486 -0.05 -0.56 -0.37
Se -0.8769 1.5202 0.1789 -1.08 1.23 0.20
H -4.5292 2.7554 -0.0645 -0.02 0.36 0.10
H -5.1764 1.1452 -0.2902 -0.27 -0.20 0.03
H -3.8542 1.7086 -1.2981 0.14 -0.02 -0.15
H -4.5810 -0.9006 1.0447 -0.20 0.11 -0.18
H -3.6182 -0.8418 2.5224 0.01 0.08 0.19
H -2.8868 -1.4249 1.0393 -0.36 0.10 0.14
H -4.2853 2.2040 2.8458 -0.39 -0.08 0.22
H -3.1853 3.3187 2.0626 0.12 0.18 -0.17
H -2.5661 2.1889 3.2501 0.24 -0.07 0.23
```
Forces are in eV/Å.

The energy above the lowest of the compared OMol25 structures with the same formula, charge and spin comes out at 0.0 kcal/mol. Its total charge is -2. Its highest occupied orbital energy (alpha / beta) is -0.173 / -0.019 eV. The value obtained for the total energy is -4781.69986 a.u. For the HOMO-LUMO gap (alpha / beta), the calculation gives 4.67 / 4.51 eV. As for the multiplicity: 2.